# C3H11N2O

2 unconnected molecules or ions with the total composition C3H11N2O at a distorted geometry (ωB97M-V/def2-TZVPD, the OMol25 dataset).

Summary:
total energy = -8314.774 eV
relative energy (zero: lowest compared OMol25 entry of this formula, charge and spin) = 6.0 kcal per mole
E_LUMO (alpha / beta) = 0.526 / 0.499 eV
HOMO-LUMO gap (alpha / beta) = 4.7780 / 8.5926 eV

```
! RIJCOSX wB97M-V def2-TZVPD def2/J DEFGRID3
* xyz 0 2
O -0.110 2.155 -1.379
N -0.338 -0.051 0.522
N -2.646 -0.473 -0.044
C -1.477 -0.841 0.621
C 2.065 -0.648 -0.017
C 0.926 -0.477 1.023
H -0.056 2.104 -2.341
H -0.393 0.814 0.008
H -1.352 -1.886 0.864
H -2.808 0.463 -0.367
H 0.140 3.075 -1.225
H 0.927 -1.249 1.793
H 1.708 -0.795 -1.039
H 1.311 0.358 1.641
H 2.755 0.186 0.042
H -3.296 -1.189 -0.294
H 2.645 -1.546 0.192
*
```

***

# C3H11N2O

2 unconnected molecules or ions with the total composition C3H11N2O at a distorted geometry (ωB97M-V/def2-TZVPD, the OMol25 dataset).

Summary:
total energy = -8306.514 eV
relative energy (zero: lowest compared OMol25 entry of this formula, charge and spin) = 121.7 kcal per mole
E_LUMO (alpha / beta) = -3.291 / -4.152 eV
HOMO-LUMO gap (alpha / beta) = 8.8963 / 6.9223 eV

```
! RIJCOSX wB97M-V def2-TZVPD def2/J DEFGRID3
* xyz 1 1
O -1.818 0.147 1.054
N 1.963 0.254 1.274
N 1.180 1.646 -0.453
C -1.361 -0.293 -0.145
C 1.391 0.228 0.031
C -1.666 -1.652 -0.647
H 1.380 0.387 2.076
H -1.182 0.552 -0.745
H -1.482 -2.519 0.018
H -2.305 -0.658 1.350
H 1.979 2.253 -0.632
H 2.831 -0.206 1.386
H -1.268 -1.732 -1.708
H 0.762 1.448 -1.373
H -2.766 -1.843 -0.953
H 0.503 2.284 0.145
H 1.860 -0.294 -0.678
*
```

***

# C3H11N2O

2 unconnected molecules or ions with the total composition C3H11N2O at a distorted geometry (ωB97M-V/def2-TZVPD, the OMol25 dataset).

Summary:
total energy = -8307.007 eV
relative energy (zero: lowest compared OMol25 entry of this formula, charge and spin) = 110.4 kcal per mole
E_LUMO = -3.037 eV
HOMO-LUMO gap = 12.0003 eV

```
! RIJCOSX wB97M-V def2-TZVPD def2/J DEFGRID3
* xyz 1 1
O -0.121 -1.820 0.990
N 0.074 0.208 -0.035
N 0.615 0.696 1.192
C 1.050 -0.343 -0.992
C -0.906 -0.818 0.524
C -0.634 1.341 -0.653
H -1.781 -1.095 -0.691
H 1.707 -0.955 -0.387
H 1.052 -0.101 1.721
H 0.477 -1.049 -1.661
H -0.381 -2.237 1.782
H -1.110 0.850 -1.562
H -1.300 1.942 0.027
H -1.624 -0.294 1.225
H 0.166 1.836 -0.984
H 1.213 1.447 1.010
H 1.503 0.392 -1.506
*
```

***

# C3H11N2O

2 unconnected molecules or ions with the total composition C3H11N2O (ωB97M-V/def2-TZVPD, the OMol25 dataset).

Summary:
total energy = -8311.309 eV
relative energy (zero: lowest compared OMol25 entry of this formula, charge and spin) = 11.2 kcal per mole
E_LUMO = -3.136 eV
HOMO-LUMO gap = 11.1324 eV

```
! RIJCOSX wB97M-V def2-TZVPD def2/J DEFGRID3
* xyz 1 1
O 0.549 1.566 0.244
N -0.657 0.145 -1.653
N 1.333 0.216 1.896
C 0.985 1.392 1.381
C 1.295 -1.013 1.141
C -2.060 -0.300 -1.445
H -2.424 -0.806 -2.333
H -2.690 0.557 -1.226
H -2.112 -0.952 -0.580
H 1.756 0.231 2.815
H -0.253 0.731 -0.858
H 1.889 -0.964 0.231
H 1.662 -1.832 1.754
H -0.045 -0.643 -1.863
H -0.622 0.733 -2.484
H 1.133 2.217 2.085
H 0.262 -1.277 0.896
*
```

***

# C3H11N2O

2 unconnected molecules or ions with the total composition C3H11N2O at a distorted geometry (ωB97M-V/def2-TZVPD, the OMol25 dataset).

Summary:
total energy = -8309.270 eV
relative energy (zero: lowest compared OMol25 entry of this formula, charge and spin) = 58.2 kcal per mole
E_LUMO = -4.418 eV
HOMO-LUMO gap = 10.3531 eV

```
! RIJCOSX wB97M-V def2-TZVPD def2/J DEFGRID3
* xyz 1 1
O 3.245 1.317 -2.547
N -1.096 0.405 -0.077
N 1.028 -0.427 -0.088
C 0.085 0.414 -0.665
C -1.980 -0.487 0.646
C -1.340 -0.997 1.978
H -1.484 1.336 -0.272
H 0.989 -0.388 0.941
H -2.277 -1.307 -0.135
H 4.153 1.127 -2.954
H -2.072 -1.623 2.567
H 0.433 1.113 -1.514
H -0.606 -1.648 1.622
H 1.518 -0.981 -0.785
H -2.889 0.139 0.862
H -0.992 -0.174 2.664
H 3.285 2.182 -2.242
*
```

***

# C3H11N2O

2 unconnected molecules or ions with the total composition C3H11N2O at a distorted geometry (ωB97M-V/def2-TZVPD, the OMol25 dataset).

Summary:
total energy = -8308.690 eV
relative energy (zero: lowest compared OMol25 entry of this formula, charge and spin) = 71.5 kcal per mole
E_LUMO = -3.567 eV
HOMO-LUMO gap = 8.0725 eV

```
! RIJCOSX wB97M-V def2-TZVPD def2/J DEFGRID3
* xyz 1 1
O 0.993 -0.393 -2.908
N -0.567 -0.980 2.294
N -0.696 0.093 -0.914
C -0.005 1.751 0.849
C 0.146 -0.787 1.156
C 0.097 0.332 0.341
H -0.752 1.930 1.629
H 1.174 -1.335 -2.919
H -0.695 -1.948 2.526
H 1.612 0.195 -3.347
H -0.166 2.461 0.040
H -1.375 0.847 -1.006
H -0.950 -0.208 2.808
H -0.102 0.019 -1.792
H 0.976 1.942 1.277
H 0.621 -1.694 0.789
H -1.346 -0.694 -0.870
*
```

***

# C3H11N2O

2 unconnected molecules or ions with the total composition C3H11N2O (ωB97M-V/def2-TZVPD, the OMol25 dataset).

Summary:
total energy = -8310.522 eV
relative energy (zero: lowest compared OMol25 entry of this formula, charge and spin) = 29.3 kcal per mole
E_LUMO = -3.115 eV
HOMO-LUMO gap = 9.2928 eV

```
! RIJCOSX wB97M-V def2-TZVPD def2/J DEFGRID3
* xyz 1 1
O -2.042 0.061 1.921
N -0.697 1.406 -1.498
N 0.418 -1.349 0.686
C 1.971 -0.063 -0.745
C -0.560 0.443 -0.551
C 0.571 -0.212 -0.289
H -1.445 0.271 0.065
H 2.348 -0.898 -1.346
H -1.583 1.856 -1.618
H 0.512 -2.200 0.136
H -0.494 -1.342 1.152
H 1.160 -1.304 1.386
H 2.122 0.819 -1.364
H 2.650 0.035 0.109
H -2.954 -0.134 2.179
H -2.018 1.026 1.932
H 0.042 1.585 -2.155
*
```

***

# C3H11N2O

2 unconnected molecules or ions with the total composition C3H11N2O (ωB97M-V/def2-TZVPD, the OMol25 dataset).

Summary:
total energy = -8311.084 eV
relative energy (zero: lowest compared OMol25 entry of this formula, charge and spin) = 16.3 kcal per mole
E_LUMO = -3.547 eV
HOMO-LUMO gap = 10.6041 eV

```
! RIJCOSX wB97M-V def2-TZVPD def2/J DEFGRID3
* xyz 1 1
O 0.134 -2.103 -0.897
N -0.820 1.361 0.489
N 1.028 -0.027 -1.196
C 1.686 -1.364 0.783
C 0.892 -1.270 -0.497
C -2.149 0.866 -0.027
H -0.039 1.005 -0.115
H 2.005 0.177 -1.392
H -1.988 -0.093 -0.509
H -0.788 2.380 0.523
H 0.518 -0.106 -2.073
H -2.825 0.741 0.813
H 2.449 -0.595 0.847
H 1.000 -1.226 1.622
H -2.544 1.597 -0.725
H 2.098 -2.362 0.917
H -0.657 1.019 1.437
*
```

***

relative energy (zero: lowest compared OMol25 entry of this formula, charge and spin) of number 5 (C3H11N2O)? 58.2 kcal per mole

***

Copy entry 3 word for word.
# C3H11N2O

2 unconnected molecules or ions with the total composition C3H11N2O at a distorted geometry (ωB97M-V/def2-TZVPD, the OMol25 dataset).

Summary:
total energy = -8307.007 eV
relative energy (zero: lowest compared OMol25 entry of this formula, charge and spin) = 110.4 kcal per mole
E_LUMO = -3.037 eV
HOMO-LUMO gap = 12.0003 eV

```
! RIJCOSX wB97M-V def2-TZVPD def2/J DEFGRID3
* xyz 1 1
O -0.121 -1.820 0.990
N 0.074 0.208 -0.035
N 0.615 0.696 1.192
C 1.050 -0.343 -0.992
C -0.906 -0.818 0.524
C -0.634 1.341 -0.653
H -1.781 -1.095 -0.691
H 1.707 -0.955 -0.387
H 1.052 -0.101 1.721
H 0.477 -1.049 -1.661
H -0.381 -2.237 1.782
H -1.110 0.850 -1.562
H -1.300 1.942 0.027
H -1.624 -0.294 1.225
H 0.166 1.836 -0.984
H 1.213 1.447 1.010
H 1.503 0.392 -1.506
*
```

***

Repeat the first record exactly.
# C3H11N2O

2 unconnected molecules or ions with the total composition C3H11N2O at a distorted geometry (ωB97M-V/def2-TZVPD, the OMol25 dataset).

Summary:
total energy = -8314.774 eV
relative energy (zero: lowest compared OMol25 entry of this formula, charge and spin) = 6.0 kcal per mole
E_LUMO (alpha / beta) = 0.526 / 0.499 eV
HOMO-LUMO gap (alpha / beta) = 4.7780 / 8.5926 eV

```
! RIJCOSX wB97M-V def2-TZVPD def2/J DEFGRID3
* xyz 0 2
O -0.110 2.155 -1.379
N -0.338 -0.051 0.522
N -2.646 -0.473 -0.044
C -1.477 -0.841 0.621
C 2.065 -0.648 -0.017
C 0.926 -0.477 1.023
H -0.056 2.104 -2.341
H -0.393 0.814 0.008
H -1.352 -1.886 0.864
H -2.808 0.463 -0.367
H 0.140 3.075 -1.225
H 0.927 -1.249 1.793
H 1.708 -0.795 -1.039
H 1.311 0.358 1.641
H 2.755 0.186 0.042
H -3.296 -1.189 -0.294
H 2.645 -1.546 0.192
*
```